Record 1
A 15-piece molecular cluster, C15H50BNO21 overall. Source: OMol25; level of theory: ωB97M-V with the def2-TZVPD basis set.

The geometry in XYZ format:
```
88
C15H50BNO21 ωB97M-V with the def2-TZVPD basis set
C -7.54 -23.85 -28.14
C -6.65 -24.81 -28.83
C -5.98 -24.37 -30.14
C -4.70 -25.21 -30.38
N -4.02 -24.95 -31.78
C -3.40 -23.61 -31.75
C -4.16 -22.76 -32.72
C -5.30 -23.67 -33.38
C -4.81 -25.07 -32.98
C -2.85 -25.88 -31.75
C -3.09 -27.40 -31.85
C -1.69 -28.24 -31.97
H -8.15 -24.13 -27.40
H -8.31 -23.61 -28.87
H -7.28 -22.78 -28.15
H -6.98 -25.81 -28.69
H -5.92 -24.79 -28.20
H -5.85 -23.21 -29.95
H -6.74 -24.63 -31.11
H -4.89 -26.32 -30.33
H -3.92 -24.95 -29.60
H -2.27 -23.47 -31.82
H -3.44 -23.01 -30.74
H -3.66 -22.40 -33.61
H -4.54 -21.88 -32.20
H -5.42 -23.54 -34.48
H -6.33 -23.48 -33.06
H -4.34 -25.60 -33.97
H -5.50 -25.79 -32.93
H -2.25 -25.76 -30.93
H -2.34 -25.81 -32.65
H -3.57 -27.35 -32.77
H -3.76 -27.64 -31.14
H -1.40 -28.16 -33.02
H -2.11 -29.07 -31.82
H -1.01 -27.90 -31.24
O -8.78 -28.34 -29.17
C -8.63 -27.93 -30.34
O -9.51 -27.34 -31.00
B -8.93 -26.73 -32.18
O -7.45 -27.11 -32.07
C -7.38 -27.83 -30.99
O -6.43 -28.53 -30.95
O -9.11 -25.29 -32.01
C -9.68 -24.79 -33.03
O -9.55 -23.69 -33.39
C -10.01 -25.92 -33.90
O -9.55 -27.01 -33.44
O -10.74 -25.98 -34.95
O -12.22 -27.36 -29.48
H -11.59 -26.73 -29.09
H -12.42 -28.00 -28.79
O -7.52 -27.89 -26.94
H -8.09 -28.17 -27.61
H -8.11 -27.38 -26.25
O -8.44 -22.35 -31.21
H -8.15 -22.77 -32.08
H -8.75 -21.62 -31.64
O -10.05 -30.67 -27.35
H -10.29 -30.63 -28.32
H -10.47 -29.98 -27.08
O -13.16 -27.52 -34.12
H -12.37 -27.09 -34.35
H -13.16 -27.77 -33.15
O -10.78 -22.94 -30.12
H -11.41 -22.73 -30.85
H -9.92 -23.02 -30.37
O -12.40 -28.81 -31.58
H -11.67 -29.37 -31.86
H -12.25 -28.28 -30.94
O -5.22 -28.09 -28.61
H -5.97 -28.10 -28.03
H -5.66 -28.24 -29.55
O -9.00 -21.95 -35.90
H -9.30 -22.46 -35.16
H -9.08 -21.05 -35.47
O -4.49 -30.66 -30.15
H -3.95 -30.21 -29.54
H -4.37 -30.56 -31.06
O -12.85 -24.68 -36.44
H -12.18 -24.81 -35.88
H -12.23 -24.03 -36.93
O -9.99 -26.87 -37.53
H -10.16 -27.74 -37.07
H -10.45 -26.44 -36.88
O -10.06 -29.15 -35.50
H -10.41 -29.66 -34.72
H -9.15 -29.20 -35.41
```

Output
- ΔE to the lowest compared entry with this formula, charge and spin (kJ/mol) = 134.5
- HOMO (eV) = -9.918
- LUMO (eV) = -0.91
- DFT total energy (eV) = -61525.6951


Record 2
C15H50N16Na2O13S as an isolated structure. Source: OMol25; level of theory: ωB97M-V with the def2-TZVPD basis set.

The geometry in XYZ format:
```
97
C15H50N16Na2O13S ωB97M-V with the def2-TZVPD basis set
Na -0.68 2.82 -0.42
Na -1.23 -1.77 3.64
S 0.34 -1.39 -0.36
O 1.08 -2.26 0.58
O 1.14 -0.20 -0.66
O 0.03 -2.08 -1.54
O -0.89 -0.82 0.21
C 1.84 1.65 5.44
C 1.13 1.65 6.78
C 1.30 2.96 7.56
O 0.45 3.02 8.75
C 0.70 4.13 9.56
N -0.28 1.57 6.29
H 1.63 0.69 4.98
H 2.91 1.70 5.63
H 1.46 2.53 4.92
H 1.48 0.89 7.47
H 1.04 3.86 7.00
H 2.36 3.14 7.75
H 1.72 3.94 9.89
H 0.03 4.07 10.42
H 0.56 5.11 9.10
H -0.49 2.46 5.87
H -0.84 1.51 7.12
C -1.72 0.45 -6.54
C -1.97 1.84 -5.88
C -2.99 2.86 -6.56
O -2.59 3.15 -7.83
C -3.59 3.53 -8.77
N -2.26 1.60 -4.45
H -1.39 0.67 -7.56
H -2.57 -0.22 -6.65
H -0.99 -0.21 -6.07
H -0.95 2.23 -5.84
H -2.97 3.77 -5.95
H -3.99 2.43 -6.53
H -4.07 4.44 -8.42
H -4.33 2.74 -8.96
H -3.03 3.54 -9.71
H -3.26 1.48 -4.43
H -1.85 0.68 -4.29
C 2.88 5.17 0.11
O 2.14 5.26 -0.84
N 3.34 4.05 0.57
N 3.37 6.12 0.90
H 4.01 4.03 1.32
H 3.33 3.24 -0.04
H 4.02 5.83 1.62
H 3.21 7.11 0.82
C 4.13 0.33 -4.44
O 5.15 0.10 -5.12
N 3.18 -0.52 -4.37
N 3.82 1.44 -3.87
H 2.32 -0.48 -3.84
H 3.32 -1.29 -5.01
H 3.02 1.30 -3.27
H 4.46 2.19 -3.66
C 6.25 -1.26 1.83
O 7.10 -0.61 2.35
N 5.85 -1.17 0.56
N 5.56 -2.16 2.47
H 5.11 -1.78 0.25
H 6.18 -0.40 0.00
H 5.77 -2.36 3.44
H 4.63 -2.32 2.12
C -5.54 -2.14 -1.29
O -6.71 -2.52 -1.39
N -4.79 -2.14 -0.29
N -4.94 -1.66 -2.25
H -4.01 -1.49 -0.34
H -5.14 -2.42 0.61
H -3.95 -1.57 -2.04
H -5.27 -1.74 -3.19
C 2.57 -6.26 -3.37
O 2.87 -7.48 -3.64
N 3.42 -5.48 -2.74
N 1.49 -5.61 -3.74
H 2.97 -4.63 -2.44
H 4.21 -5.83 -2.22
H 1.27 -4.76 -3.24
H 0.66 -6.05 -4.11
C -1.55 -6.55 0.75
O -1.97 -7.64 1.02
N -0.83 -5.91 1.65
N -1.88 -5.85 -0.31
H -0.24 -5.18 1.30
H -0.50 -6.46 2.43
H -1.38 -5.03 -0.61
H -2.40 -6.34 -1.02
C -5.15 0.11 4.32
O -4.83 -1.06 4.17
N -5.88 0.57 5.36
N -4.90 1.03 3.46
H -6.06 -0.18 6.01
H -6.20 1.52 5.46
H -4.50 0.77 2.57
H -5.23 1.97 3.65
```

Output
- ΔE to the lowest compared entry with this formula, charge and spin (kJ/mol) = 0.0
- HOMO (eV) = -7.164
- LUMO (eV) = -2.18
- DFT total energy (eV) = -86493.2064


Record 3
A 10-piece molecular cluster, C15H50N4O10 overall. Source: OMol25; level of theory: ωB97M-V with the def2-TZVPD basis set.

The geometry in XYZ format:
```
79
C15H50N4O10 ωB97M-V with the def2-TZVPD basis set
C -1.94 1.11 -4.35
C -0.55 0.59 -4.70
O 0.37 1.57 -4.23
H -2.74 0.36 -4.53
H -2.26 2.08 -4.85
H -1.92 1.30 -3.32
H -0.46 0.40 -5.80
H -0.35 -0.33 -4.17
H 0.32 1.57 -3.28
C -0.27 -3.63 3.65
C -1.20 -3.72 2.44
O -2.05 -2.59 2.30
H -0.85 -3.73 4.59
H 0.29 -2.73 3.70
H 0.35 -4.55 3.62
H -1.76 -4.62 2.54
H -0.52 -3.88 1.60
H -2.84 -2.81 1.83
C 3.32 -2.16 2.60
C 2.48 -1.00 2.08
O 3.37 -0.15 1.36
H 2.66 -2.82 3.10
H 4.06 -1.70 3.29
H 3.89 -2.67 1.82
H 2.06 -0.52 2.95
H 1.76 -1.46 1.40
H 2.84 0.64 1.38
C 2.46 -1.31 -2.11
C 3.91 -1.00 -2.12
O 4.09 0.44 -1.78
H 2.16 -1.11 -1.06
H 2.16 -2.30 -2.29
H 1.96 -0.61 -2.73
H 4.41 -1.20 -3.07
H 4.34 -1.64 -1.32
H 3.90 0.99 -2.60
C -2.07 2.38 0.62
C -2.92 2.20 -0.62
O -2.78 3.16 -1.57
H -2.08 1.42 1.21
H -2.54 3.02 1.27
H -1.09 3.03 0.40
H -3.98 2.28 -0.33
H -2.86 1.14 -1.01
H -3.04 2.77 -2.45
C 1.84 2.74 2.44
O 2.03 3.94 1.75
N 1.38 1.71 1.73
N 2.15 2.58 3.72
H 1.25 1.91 0.72
H 0.77 0.99 2.20
H 2.57 3.47 4.28
H 2.36 1.64 4.25
C 1.16 2.61 -1.33
O 2.41 3.26 -1.57
N 0.02 3.11 -1.62
N 1.17 1.36 -0.94
H -0.05 3.94 -2.23
H -0.82 2.69 -1.38
H 2.11 1.01 -0.60
H 0.40 0.72 -0.90
C -3.81 -1.62 -2.44
O -5.00 -1.74 -1.55
H -2.88 -2.06 -2.02
H -3.46 -0.60 -2.39
H -3.96 -1.96 -3.46
H -5.30 -0.85 -1.31
C -0.67 -1.71 -0.74
O -0.69 -0.45 -0.21
H 0.21 -2.27 -0.55
H -0.70 -1.52 -1.81
H -1.64 -2.19 -0.31
H -0.54 -0.57 0.81
C -1.13 0.63 3.46
O -0.59 -0.25 2.49
H -0.99 0.05 4.36
H -2.22 0.75 3.38
H -0.46 1.53 3.49
H -1.01 -1.06 2.77
```

Output
- ΔE to the lowest compared entry with this formula, charge and spin (kJ/mol) = 408.3
- HOMO (eV) = -8.131
- LUMO (eV) = -0.05
- DFT total energy (eV) = -42795.0419


Number 1: strongest force on any atom 10.110 eV/A. Number 2: strongest force on any atom 10.653 eV/A. Number 3: strongest force on any atom 10.577 eV/A.